*i*
{"formula": "C6H28O8", "method": "ωB97M-V/def2-TZVPD", "homo_lumo_gap_ha": 0.355, "e_lumo_ev": 0.21, "spin_multiplicity": 1, "total_charge": 0, "smiles": "CO.CO.CO.CO.CO.CO.O.O", "elements": ["C", "O", "H", "H", "H", "H", "C", "O", "H", "H", "H", "H", "C", "O", "H", "H", "H", "H", "C", "O", "H", "H", "H", "H", "C", "O", "H", "H", "H", "H", "C", "O", "H", "H", "H", "H", "O", "H", "H", "O", "H", "H"], "coordinates": [[3.08580, 9.35460, -26.27744], [3.12338, 10.29604, -25.24639], [2.74743, 9.86939, -27.17558], [4.03832, 8.82375, -26.27503], [2.32820, 8.62347, -25.98677], [2.35112, 10.11941, -24.70642], [1.25704, 9.93473, -31.06695], [1.26675, 9.56601, -29.72448], [2.27854, 9.71752, -31.39388], [0.74199, 9.39271, -31.86340], [1.07386, 11.00766, -31.14348], [2.12071, 9.17869, -29.50816], [1.79638, 14.96622, -32.54080], [1.01970, 13.77147, -32.28122], [1.53090, 15.69394, -31.77668], [2.87171, 14.80366, -32.44143], [1.64676, 15.31687, -33.56198], [1.38197, 13.05708, -32.81225], [-2.09638, 9.56418, -28.47770], [-0.85194, 10.00865, -27.98095], [-2.11799, 9.56841, -29.57141], [-2.26446, 8.50009, -28.29189], [-2.98168, 10.11574, -28.16419], [-0.13904, 9.86533, -28.61506], [-1.18459, 10.98456, -33.63084], [-2.14031, 9.99510, -33.17613], [-0.86962, 11.61667, -32.80038], [-0.30810, 10.39367, -33.90011], [-1.55842, 11.53754, -34.49095], [-3.02102, 10.28584, -33.42485], [-1.72686, 7.04338, -32.47622], [-0.73546, 7.33402, -33.47760], [-1.49189, 6.12960, -31.93643], [-1.75113, 7.92402, -31.83320], [-2.68821, 7.03875, -32.99229], [-0.90526, 8.20905, -33.83374], [4.02485, 9.44785, -29.38735], [3.88539, 10.39766, -29.50308], [4.81941, 9.38471, -28.85417], [3.65747, 12.08689, -30.17789], [2.74855, 12.39993, -30.17285], [4.12054, 12.69066, -30.76214]]}

*ii*
{"formula": "C6H28O8", "method": "ωB97M-V/def2-TZVPD", "homo_lumo_gap_ha": 0.329, "e_lumo_ev": 0.24, "spin_multiplicity": 1, "total_charge": 0, "elements": ["O", "H", "H", "O", "H", "H", "O", "H", "H", "O", "H", "H", "O", "H", "H", "O", "H", "H", "C", "C", "C", "O", "H", "H", "H", "H", "H", "H", "H", "H", "C", "C", "C", "O", "H", "H", "H", "H", "H", "H", "H", "H"], "coordinates": [[-1.78113, 0.59060, 2.92030], [-0.99881, 0.04536, 2.83705], [-2.16819, 0.59022, 2.04484], [-0.49473, -1.33410, 0.71485], [-0.97096, -0.68932, 0.19168], [-0.34015, -0.89680, 1.55217], [-0.51444, -1.69093, -1.65332], [-0.65339, -2.58128, -1.97613], [-0.17046, -1.80770, -0.76773], [-0.47573, -3.29803, 0.44915], [0.15287, -3.93279, 0.79293], [-0.28204, -2.48843, 0.92165], [-2.99829, 0.02784, 1.17985], [-2.92049, -0.00918, 0.22653], [-3.93024, 0.17747, 1.33895], [0.05999, -0.54920, 2.71185], [0.77598, 0.05808, 2.52535], [0.29507, -0.94721, 3.55004], [2.28447, 1.05838, -2.33779], [1.58716, -0.29534, -1.95151], [2.18949, -1.10477, -0.75370], [0.25132, 0.02508, -1.70091], [2.05291, 1.80419, -1.57736], [1.80144, 1.45640, -3.23019], [3.36838, 0.95578, -2.38997], [1.64617, -0.94630, -2.82380], [3.23386, -1.37057, -0.91719], [1.72151, -2.08771, -0.69972], [1.94628, -0.70026, 0.22881], [-0.31463, -0.75033, -1.69738], [0.29454, 2.79020, 0.61211], [-0.34810, 1.38797, 0.45073], [-1.33969, 1.29364, -0.74829], [0.66267, 0.35235, 0.41052], [0.01145, 3.07972, 1.62410], [-0.15617, 3.50615, -0.07519], [1.36356, 2.83274, 0.40357], [-1.05947, 1.10302, 1.22589], [-0.84707, 1.73372, -1.61533], [-2.18468, 1.94249, -0.51789], [-1.75220, 0.31459, -0.99201], [1.00196, 0.35425, -0.48751]]}

It is *ii* that is the least stable of them.

*i*
{"formula": "C5H36N2O13", "method": "ωB97M-V/def2-TZVPD", "homo_lumo_gap_ha": 0.315, "e_lumo_ev": -0.32, "spin_multiplicity": 1, "total_charge": 0, "elements": ["O", "C", "C", "C", "C", "C", "N", "N", "H", "H", "H", "H", "H", "H", "H", "H", "H", "H", "H", "H", "H", "H", "O", "H", "H", "O", "H", "H", "O", "H", "H", "O", "H", "H", "O", "H", "H", "O", "H", "H", "O", "H", "H", "O", "H", "H", "O", "H", "H", "O", "H", "H", "O", "H", "H", "O"], "coordinates": [[-0.08640, 0.66656, -3.54367], [-0.07834, 1.24991, -2.54097], [0.30153, 0.60311, -1.22703], [0.14018, -0.92728, -1.39389], [0.78087, -1.81258, -0.26477], [0.64565, -2.06599, 2.20595], [-0.04561, -2.01320, 0.95497], [-0.47185, 1.08661, -0.12095], [-0.28666, 2.32318, -2.50081], [1.39651, 0.95680, -1.11401], [-0.86018, -1.32166, -1.60372], [0.76080, -1.15613, -2.33641], [1.77520, -1.41826, -0.13723], [0.82754, -2.85970, -0.54943], [0.62184, -1.06915, 2.83971], [1.76313, -2.13039, 2.09297], [0.33284, -3.02759, 2.73754], [-0.86098, -1.43740, 0.96735], [-0.20551, 0.80242, 0.87316], [-1.49776, 1.07874, -0.19833], [2.54829, 1.26218, 3.52286], [2.12607, 2.00194, 2.29278], [1.97831, 1.18434, 2.72242], [-3.20880, 0.35732, -2.87782], [-2.77036, 0.13343, -1.51515], [-2.71709, 0.80109, -2.23864], [-3.67986, 0.26362, 3.29734], [-2.15857, 0.45760, 2.85352], [-3.02618, 0.03130, 2.64540], [2.74541, -0.80180, 1.51140], [4.26113, -0.55710, 1.79862], [3.60247, -1.18313, 1.53409], [0.85279, 4.18982, 0.39864], [0.51748, 2.69664, -0.21937], [1.12039, 3.51809, -0.31289], [1.14230, -1.25920, -5.56659], [-0.22352, -1.02787, -5.04330], [0.31867, -1.85420, -5.51485], [3.06016, 3.39569, 0.49238], [4.51933, 3.28182, 0.15789], [3.95359, 3.12982, 0.82662], [0.27774, 1.40451, 3.03401], [-1.04522, 2.17178, 3.31762], [-0.67983, 1.32894, 3.13410], [-3.85855, 1.57346, 0.31994], [-4.61995, 2.61247, -0.66623], [-4.55112, 2.23974, 0.21803], [3.36735, -2.94739, -2.26306], [4.16193, -2.48255, -0.95442], [4.12571, -2.48332, -1.96171], [-3.26973, -0.14800, 1.08108], [-3.79609, -1.06896, 0.01821], [-3.40686, -0.33842, 0.14778], [-1.67514, -2.85679, 0.03298], [-2.47418, -3.75165, -0.74700], [-2.47088, -2.80320, -0.61711]]}

*ii*
{"formula": "C5H36N2O13", "method": "ωB97M-V/def2-TZVPD", "homo_lumo_gap_ha": 0.352, "e_lumo_ev": 0.21, "spin_multiplicity": 1, "total_charge": 0, "elements": ["N", "C", "C", "N", "C", "C", "C", "O", "H", "H", "H", "H", "H", "H", "H", "H", "H", "H", "H", "H", "H", "H", "O", "H", "H", "O", "H", "H", "O", "H", "H", "O", "H", "H", "O", "H", "H", "O", "H", "H", "O", "H", "H", "O", "H", "H", "O", "H", "H", "O", "H", "H", "O", "H", "H", "O"], "coordinates": [[-1.12193, -1.70774, -1.73619], [-1.64447, -0.39461, -2.09856], [-0.56813, 0.67524, -2.38641], [-0.37890, 1.59518, -1.22139], [0.65560, 2.60346, -1.56613], [0.00648, 0.86106, 0.01278], [0.24531, 1.82618, 1.16851], [1.18579, 1.64558, 1.90135], [-0.77026, -2.26572, -2.56152], [-0.36262, -1.68726, -1.11796], [-2.32883, -0.09467, -1.29191], [-2.32349, -0.51459, -2.97350], [-0.87263, 1.30540, -3.27759], [0.40797, 0.16177, -2.65799], [0.62893, 3.42254, -0.80851], [1.71729, 2.24927, -1.50332], [0.44629, 3.03931, -2.47842], [0.86182, 0.15330, -0.17863], [-0.86719, 0.17324, 0.32554], [-0.39420, 2.70755, 1.25554], [3.12828, -1.57809, -1.19763], [2.92525, -0.16470, -1.43480], [2.96469, -0.94464, -1.89785], [-3.28008, 3.04150, -1.14102], [-1.90824, 2.41118, -0.86950], [-2.70355, 2.92042, -0.49651], [2.48969, 0.97429, 0.92854], [3.18619, -0.28730, 0.58010], [3.10312, 0.58105, 0.31971], [1.55698, -2.46767, -4.19061], [1.78388, -1.56287, -2.94709], [1.08590, -1.96799, -3.52645], [3.50100, -2.55443, 1.24424], [2.10912, -2.47602, 0.56508], [2.99762, -2.09162, 0.52605], [-1.90129, -1.17492, 1.88745], [-2.16498, 0.27272, 2.27180], [-1.62132, -0.47755, 2.45982], [-2.19193, -2.39882, -0.09126], [-1.05014, -2.83020, 0.87270], [-2.02905, -2.61214, 0.87236], [-0.09525, -0.45053, 3.20895], [1.23494, 0.18108, 3.00838], [0.83544, -0.50157, 3.53062], [0.58661, -4.15120, 0.55075], [0.79330, -3.18870, 1.82163], [0.58051, -3.20492, 0.82437], [1.01148, -3.42278, 3.93048], [1.31054, -2.00485, 3.36108], [1.47868, -3.00924, 3.25155], [-1.64496, 4.12646, 0.09946], [-1.07735, 5.49596, -0.05781], [-0.95387, 4.74191, 0.41568], [-4.22103, 1.41429, 1.82334], [-3.07870, 2.06979, 0.94519], [-3.26433, 1.53763, 1.74552]]}

It is *i* that is the least stable of them.

*i*
{"formula": "C7H9NS", "method": "ωB97M-V/def2-TZVPD", "homo_lumo_gap_ha": 0.345, "e_lumo_ev": 0.94, "spin_multiplicity": 1, "total_charge": 0, "smiles": "N[C@@H]1C[C@H]1c1ccsc1", "elements": ["N", "C", "C", "C", "C", "C", "C", "S", "C", "H", "H", "H", "H", "H", "H", "H", "H", "H"], "coordinates": [[-2.73637, -0.80837, -0.70847], [-1.53333, -0.67332, 0.00990], [-1.40400, 0.51322, 0.99675], [-0.56886, 0.37517, -0.23166], [0.84886, 0.10497, -0.20902], [1.90740, 1.19162, -0.33974], [3.22214, 0.64560, -0.20209], [3.12121, -1.03616, 0.04186], [1.43810, -1.09780, 0.01040], [-3.09098, 0.24678, -0.96327], [-3.49274, -1.36715, -0.11440], [-0.99630, -1.78583, 0.39721], [-0.84813, 0.23137, 2.05782], [-2.09762, 1.19854, 0.93827], [-1.04543, 1.00692, -1.09704], [1.88961, 2.11476, -0.38910], [4.20418, 1.08959, -0.32061], [1.18225, -1.94993, 0.12319]]}

*ii*
{"formula": "C7H9NS", "method": "ωB97M-V/def2-TZVPD", "homo_lumo_gap_ha": 0.295, "e_lumo_ev": -0.34, "spin_multiplicity": 1, "total_charge": 0, "elements": ["C", "C", "C", "C", "C", "C", "C", "N", "S", "H", "H", "H", "H", "H", "H", "H", "H", "H"], "coordinates": [[0.42870, -1.85723, -1.61837], [-0.68790, 0.12527, 0.02703], [0.82622, 0.43734, -0.04839], [-1.33941, -1.08418, -0.32245], [1.70311, 1.23398, -1.00046], [-1.68266, 1.16703, 0.61616], [1.36370, 0.10526, 1.39386], [-0.76497, -1.91980, -1.22835], [1.76761, -0.63431, -1.29744], [0.76831, -2.72181, -2.25325], [-2.39515, -1.21994, 0.05698], [1.07987, 1.73264, -1.71307], [-2.37275, 1.65680, -0.11312], [-0.97787, 2.00314, 0.97332], [-2.16193, 0.85516, 1.57036], [1.39905, 1.00408, 1.85254], [2.26423, -0.29253, 1.26328], [0.78185, -0.59089, 1.84136]]}

It is *ii* that is the least stable of them.

*i*
{"formula": "CH8NO", "method": "ωB97M-V/def2-TZVPD", "homo_lumo_gap_ha": 0.475, "e_lumo_ev": -3.76, "spin_multiplicity": 1, "total_charge": 1, "elements": ["C", "N", "H", "H", "H", "H", "H", "H", "H", "H", "O"], "coordinates": [[-0.32484, 1.65817, 0.19972], [-0.13764, 0.26627, -0.36778], [0.57015, 1.96215, 0.70544], [-0.78875, 2.25525, -0.59237], [-1.08537, 1.64874, 0.97278], [0.76348, -0.19680, -0.25891], [-0.29195, 0.20167, -1.37859], [-0.76431, -0.41116, 0.06616], [1.29039, -2.49889, -0.33014], [0.07285, -2.77288, 0.65090], [0.69599, -2.11252, 0.33279]]}

*ii*
{"formula": "CH8NO", "method": "ωB97M-V/def2-TZVPD", "homo_lumo_gap_ha": 0.390, "e_lumo_ev": -4.23, "spin_multiplicity": 1, "total_charge": 1, "elements": ["N", "H", "H", "H", "H", "C", "O", "H", "H", "H", "H"], "coordinates": [[0.31070, -1.73633, -0.83570], [0.63386, -2.37912, -0.10716], [-0.69326, -1.82809, -1.24387], [1.01167, -2.00113, -1.62430], [0.53936, -0.78196, -0.57850], [0.00559, 1.64751, 0.70139], [-0.76235, 0.38598, 0.55216], [-0.75151, 2.44950, 0.42206], [0.80297, 1.62933, -0.02974], [0.42170, 1.82341, 1.79917], [-1.51873, 0.79090, 0.94448]]}

It is *ii* that is the least stable of them.